A 2-piece molecular cluster, C4H9FN3 overall at a distorted geometry, computed with the ωB97M-V functional and the def2-TZVPD basis.

CARTESIAN COORDINATES (ANGSTROEM)
1 C -0.519 1.236 -0.758
2 C -0.048 -0.849 -0.232
3 C -2.470 -0.190 0.001
4 C 2.356 -0.509 0.018
5 N -1.132 0.126 -0.421
6 N 1.083 -0.179 -0.624
7 N 0.778 1.218 -0.838
8 F -0.162 -2.129 -0.487
9 H -1.053 2.211 -0.911
10 H 0.206 -1.012 1.560
11 H -2.423 -0.458 1.038
12 H -3.068 0.652 -0.046
13 H -2.709 -1.097 -0.643
14 H 3.083 -1.149 -0.589
15 H 2.906 0.469 0.192
16 H 2.054 -1.165 0.911
17 H 1.578 1.812 -0.996

Force components x, y, z for each atom (eV/Å):
C -2.25 4.02 -0.09
C 0.13 1.42 5.28
C 0.86 -2.58 -0.94
C 1.19 -0.67 0.00
N 3.22 -1.28 -0.72
N 1.65 0.28 -1.27
N -0.06 -4.41 0.96
F -0.47 0.25 -1.09
H 0.38 -1.22 0.15
H -0.77 0.32 -3.00
H 0.14 -0.48 0.59
H -1.46 1.42 -0.75
H -0.63 1.37 1.00
H -1.40 0.87 0.35
H -0.67 -1.32 0.48
H 0.70 1.44 -0.64
H -0.57 0.58 -0.31

Results
Total charge: +1
HOMO energy (eV): -13.002
Total energy (Eh): -421.532251
Kohn-Sham gap (eV): 9.17
LUMO (hartree): -0.1409

How is the electron density shared among the atoms? According to natural (NBO), the charges in e are: 0.3554, 0.6629, -0.4053, -0.4462, -0.3512, -0.2797, -0.3355, -0.2823, 0.2629, -0.1226, 0.2472, 0.2380, 0.2492, 0.2501, 0.2229, 0.2566, 0.4777


One molecule with the formula C4H9FO at a distorted geometry, computed with the ωB97M-V functional and the def2-TZVPD basis.

CARTESIAN COORDINATES (ANGSTROEM)
1 C -2.117 -0.974 -0.344
2 C -0.392 0.315 0.466
3 C 0.918 0.935 0.118
4 C 2.053 -0.008 -0.328
5 H -2.812 -0.328 0.222
6 H -1.817 -1.836 0.262
7 H -2.617 -1.263 -1.302
8 H -1.027 1.114 0.877
9 H -0.293 -0.422 1.294
10 H 0.790 1.738 -0.631
11 H 2.900 0.640 -0.465
12 H 1.775 -0.453 -1.313
13 H 2.185 -0.693 0.515
14 O -0.943 -0.273 -0.653
15 F 1.396 1.508 1.283

Force components x, y, z for each atom (eV/Å):
C -0.48 0.03 -0.49
C -0.26 -0.07 1.11
C 1.33 -0.17 -0.87
C -1.83 0.45 -0.42
H 0.13 -0.28 -0.08
H -0.51 -0.20 -0.05
H 0.54 0.03 0.87
H -0.17 -0.02 -0.11
H 0.28 0.17 -0.32
H -0.11 -0.26 0.31
H 0.62 -0.03 -0.01
H 0.34 -0.12 0.95
H 0.29 -0.30 -0.55
O -0.13 0.12 -0.98
F -0.04 0.64 0.64

Results
Total charge: 0
HOMO energy (eV): -10.109
Total energy (Eh): -332.882984
Kohn-Sham gap (eV): 11.17
LUMO (hartree): 0.0389

How is the electron density shared among the atoms? According to natural (NBO), the charges in e are: -0.2469, -0.0909, 0.2041, -0.6374, 0.1669, 0.1706, 0.1976, 0.1697, 0.1616, 0.1590, 0.2182, 0.2229, 0.2138, -0.5359, -0.3734


One molecule with the formula C4H9FO2 at a distorted geometry, computed with the ωB97M-V functional and the def2-TZVPD basis.

CARTESIAN COORDINATES (ANGSTROEM)
1 C -1.549 1.032 -0.618
2 C 1.347 -1.087 0.784
3 C -0.785 0.109 0.284
4 C 0.660 -0.084 -0.080
5 O -1.307 -1.210 0.068
6 O 1.244 1.439 -0.107
7 F 0.724 -0.442 -1.448
8 H -1.208 2.009 -0.316
9 H -1.353 0.894 -1.595
10 H -2.555 0.984 -0.528
11 H 2.073 -0.512 1.281
12 H 1.785 -1.931 0.265
13 H 0.576 -1.520 1.492
14 H -0.680 0.405 1.416
15 H -1.125 -1.570 -0.758
16 H 2.153 1.483 -0.141

Force components x, y, z for each atom (eV/Å):
C 2.58 1.73 3.35
C -1.29 -0.57 0.58
C 0.35 -1.07 0.03
C 1.18 3.82 -2.46
O -1.33 0.43 4.05
O -4.73 -3.42 0.72
F 0.12 -0.05 1.01
H -0.14 0.74 -0.35
H 1.15 -0.65 -3.33
H -3.21 -0.39 0.89
H 1.18 0.18 1.12
H 0.13 0.19 -0.36
H 1.08 0.63 -0.65
H -1.14 -0.77 -2.02
H 0.78 -0.35 -2.43
H 3.30 -0.45 -0.15

Results
Total charge: 0
HOMO energy (eV): -10.653
Total energy (Eh): -408.097223
Kohn-Sham gap (eV): 11.49
LUMO (hartree): 0.0307

How is the electron density shared among the atoms? According to natural (NBO), the charges in e are: -0.6221, -0.6976, 0.0499, 0.6350, -0.7363, -0.7754, -0.3829, 0.2233, 0.2165, 0.2162, 0.2316, 0.2438, 0.2501, 0.2058, 0.4783, 0.4639


A 2-piece molecular cluster, C4H9FOS overall at a distorted geometry, computed with the ωB97M-V functional and the def2-TZVPD basis.

CARTESIAN COORDINATES (ANGSTROEM)
1 C 2.657 0.186 0.635
2 C -1.569 -0.577 -1.072
3 C -1.475 0.452 1.335
4 C -0.961 0.336 -0.046
5 O -0.126 1.084 -0.514
6 F 1.708 -1.552 -1.443
7 S 2.712 0.115 -0.987
8 H 1.717 0.340 1.199
9 H 3.509 0.001 1.291
10 H -0.727 -0.964 -1.593
11 H -2.105 0.119 -1.730
12 H -2.250 -1.496 -0.714
13 H -1.050 1.353 1.694
14 H -2.562 0.473 1.224
15 H -1.009 -0.414 1.885
16 H 1.531 0.546 -1.162

Force components x, y, z for each atom (eV/Å):
C -0.03 0.42 0.23
C -1.95 -1.85 1.22
C 0.77 -1.30 -0.37
C -0.40 0.00 -1.58
O 0.46 0.59 0.76
F 0.67 0.88 -0.06
S 1.07 -2.19 2.02
H 0.52 0.01 -0.85
H 0.04 -0.13 -0.73
H 0.62 -0.55 -0.73
H -0.17 -0.50 0.02
H 1.40 2.32 -0.64
H 0.05 0.95 0.79
H 0.12 -0.30 0.76
H -1.11 0.65 -0.20
H -2.07 1.00 -0.65

Results
Total charge: 0
HOMO energy (eV): -9.362
Total energy (Eh): -730.991080
Kohn-Sham gap (eV): 9.50
LUMO (hartree): 0.0050

How is the electron density shared among the atoms? According to natural (NBO), the charges in e are: -0.6940, -0.7315, -0.7205, 0.6292, -0.6122, -0.7071, 0.7723, 0.2231, 0.2265, 0.2734, 0.2430, 0.2131, 0.2355, 0.2411, 0.2477, 0.1605


One molecule with the formula C4H9FS at a distorted geometry, computed with the ωB97M-V functional and the def2-TZVPD basis.

CARTESIAN COORDINATES (ANGSTROEM)
1 C 0.099 -1.284 -0.884
2 C 0.213 0.228 -0.783
3 C -0.429 0.705 0.469
4 C 0.126 0.025 1.681
5 H 0.805 -1.858 -0.159
6 H 0.450 -1.567 -1.846
7 H -0.864 -1.646 -0.685
8 H 1.353 0.348 -0.727
9 H -0.697 2.191 -1.678
10 H -0.259 1.750 0.595
11 H -1.515 0.579 0.417
12 H -0.307 -0.974 1.852
13 H -0.049 0.664 2.602
14 F 1.480 -0.223 1.439
15 S -0.409 1.062 -2.293

Force components x, y, z for each atom (eV/Å):
C 2.18 -0.67 0.98
C 2.43 -0.87 -0.32
C -0.67 0.48 0.23
C -0.33 -0.53 0.96
H -1.10 1.34 -1.03
H -0.04 -0.56 -0.99
H -1.61 -0.50 -0.05
H -1.72 0.54 -0.13
H -0.12 0.58 0.17
H 0.12 1.05 -0.04
H 0.01 -0.13 0.05
H -0.04 0.40 0.00
H 0.63 -0.82 -0.93
F 0.21 0.45 0.95
S 0.07 -0.77 0.14

Results
Total charge: 0
HOMO energy (eV): -9.073
Total energy (Eh): -655.833130
Kohn-Sham gap (eV): 10.00
LUMO (hartree): 0.0342

How is the electron density shared among the atoms? According to natural (NBO), the charges in e are: -0.6214, -0.3185, -0.4653, 0.0587, 0.2237, 0.2164, 0.2018, 0.2292, 0.1141, 0.2068, 0.2202, 0.1662, 0.1753, -0.3773, -0.0298


One molecule with the formula C4H9FS at a distorted geometry, computed with the ωB97M-V functional and the def2-TZVPD basis.

CARTESIAN COORDINATES (ANGSTROEM)
1 C 1.185 1.560 -0.276
2 C 0.433 0.287 -0.620
3 C -1.055 0.482 -0.223
4 C -1.904 -0.768 -0.512
5 H 2.270 1.523 -0.520
6 H 0.867 2.425 -0.835
7 H 1.198 1.846 0.805
8 H 0.501 0.014 -1.650
9 H 0.903 -0.833 1.387
10 H -1.493 1.414 -0.750
11 H -1.485 -1.644 0.004
12 H -1.983 -0.991 -1.598
13 H -2.917 -0.661 -0.080
14 F -1.046 0.662 1.157
15 S 1.225 -1.151 0.164

Force components x, y, z for each atom (eV/Å):
C 1.89 0.65 0.43
C -0.38 0.66 1.20
C -0.15 -0.70 -1.12
C -0.46 0.07 0.17
H -0.62 -0.48 0.01
H -0.65 0.29 -0.22
H -0.50 -0.54 -0.78
H -0.03 0.23 -0.91
H -0.19 0.23 0.98
H 0.74 -1.29 1.01
H 0.14 0.32 -0.30
H 0.08 0.25 0.66
H 0.39 0.22 -0.42
F -0.39 0.43 0.06
S 0.12 -0.36 -0.77

Results
Total charge: 0
HOMO energy (eV): -9.120
Total energy (Eh): -655.849998
Kohn-Sham gap (eV): 10.06
LUMO (hartree): 0.0344

How is the electron density shared among the atoms? According to natural (NBO), the charges in e are: -0.6316, -0.3624, 0.2091, -0.6579, 0.2221, 0.2103, 0.2269, 0.2254, 0.1242, 0.1734, 0.2322, 0.2168, 0.2218, -0.3780, -0.0323


C4H9FeO3 as an isolated structure at a distorted geometry, computed with the ωB97M-V functional and the def2-TZVPD basis.

CARTESIAN COORDINATES (ANGSTROEM)
1 O 1.578 0.502 -0.413
2 C 0.175 0.597 -0.332
3 C -0.439 -0.734 0.071
4 C -1.964 -0.739 -0.055
5 C -2.657 0.181 0.908
6 O -3.585 0.903 0.621
7 H 2.709 -0.155 0.384
8 H -0.246 0.922 -1.300
9 H -0.091 1.372 0.408
10 H -0.147 -0.967 1.107
11 H -0.041 -1.533 -0.574
12 H -2.291 -0.504 -1.078
13 H -2.304 0.119 1.964
14 H -2.335 -1.750 0.185
15 Fe 2.851 1.145 -1.512
16 O 3.934 0.219 -0.276
17 H 4.857 0.422 -0.109

Force components x, y, z for each atom (eV/Å):
O -1.31 -0.64 1.35
C -0.49 -0.05 -1.05
C 0.02 -1.48 0.99
C -0.31 0.46 -0.61
C -0.97 0.70 0.54
O 1.04 -0.62 -0.01
H 2.14 1.39 -1.56
H 0.40 0.20 0.17
H 0.14 0.02 0.37
H -0.07 0.01 -0.24
H 0.09 0.33 0.10
H 0.02 -0.11 0.21
H -0.01 0.04 -0.15
H 0.34 0.05 -0.12
Fe 1.76 0.20 -0.67
O -3.39 -0.11 -0.28
H 0.61 -0.39 0.98

Results
Total charge: +2
Multiplicity: 6
⟨S²⟩: 8.76
HOMO energy (alpha / beta) (eV): -16.089 / -16.048
Total energy (Eh): -1646.315060
Kohn-Sham gap (alpha / beta) (eV): 4.81 / 2.15
LUMO (alpha / beta) (hartree): -0.4147 / -0.5107

How is the electron density shared among the atoms? According to natural (NBO), the charges in e are: -0.6194, -0.1072, -0.4128, -0.5163, 0.3905, -0.4188, 0.6667, 0.2339, 0.3148, 0.2460, 0.2545, 0.2511, 0.1259, 0.3022, 1.8207, -1.0967, 0.5646


C4H9I2N as an isolated structure at a distorted geometry, computed with the ωB97M-V functional and the def2-TZVPD basis.

CARTESIAN COORDINATES (ANGSTROEM)
1 C 0.295 0.025 2.069
2 C -1.027 -0.425 -0.306
3 C 0.601 0.925 -1.755
4 C 0.337 -0.418 0.149
5 N 1.140 0.486 -0.496
6 I 1.013 -2.584 0.002
7 I 3.070 0.675 0.035
8 H 0.955 -0.636 2.564
9 H -0.722 0.094 2.152
10 H 0.911 1.013 2.184
11 H -1.574 -1.146 0.370
12 H -1.485 0.508 -0.145
13 H -1.193 -0.821 -1.332
14 H 0.509 0.243 -2.583
15 H -0.447 1.452 -1.572
16 H 1.312 1.714 -2.095

Force components x, y, z for each atom (eV/Å):
C 4.24 1.61 -4.53
C -2.69 -2.92 0.29
C -0.09 3.61 -0.37
C 2.18 0.39 4.82
N -0.77 -0.40 -0.28
I 0.14 0.15 0.04
I -0.19 -0.01 -0.28
H -0.36 -1.40 0.66
H -2.27 -0.04 1.06
H -1.74 -1.32 -0.59
H 0.41 0.69 -0.76
H -0.65 1.36 -0.06
H 0.21 0.51 0.62
H 0.01 -0.86 -0.02
H 2.32 -1.01 -0.57
H -0.76 -0.36 -0.03

Results
Total charge: 0
HOMO energy (eV): -8.230
Total energy (Eh): -807.833008
Kohn-Sham gap (eV): 7.86
LUMO (hartree): -0.0136

How is the electron density shared among the atoms? According to natural (NBO), the charges in e are: -0.5745, -0.7376, -0.4226, 0.1979, -0.6791, -0.0936, 0.3714, 0.2196, 0.1976, 0.2042, 0.2422, 0.2197, 0.2378, 0.1994, 0.2016, 0.2160